Molecular formula: C40H74BClN3O25PS
Method: DFT, the ωB97M-V functional and the def2-TZVPD basis

Its SMILES is COC[C@H](O[C@H](N=C=S)[C@](CCO)(OC[C@H](C)C(C)C)O[C@@H](c1ccccn1)P(O)Cl)B(O)N(C)C.COC(=O)OC.COC(=O)OC.COC(=O)OC.COC(=O)OC.COC(=O)OC.COC(=O)OC.

ORCA input file:
```
! RIJCOSX wB97M-V def2-TZVPD def2/J DEFGRID3
* xyz 0 1
C -2.12 -1.36 -5.05
O -2.43 -2.14 -3.93
C -1.53 -2.02 -2.87
C -2.32 -2.07 -1.56
O -1.63 -1.17 -0.68
C -2.39 -0.41 0.17
N -3.63 -1.14 0.60
C -3.83 -1.28 1.80
S -4.07 -1.42 3.29
C -2.77 0.95 -0.35
C -3.62 0.87 -1.59
C -5.05 0.46 -1.40
O -5.92 1.47 -1.90
O -1.69 1.74 -0.71
C -0.45 1.58 -0.03
C 0.40 2.75 -0.37
C 1.14 2.41 -1.65
C 1.43 3.04 0.69
C 1.99 4.44 0.42
C 0.88 3.05 2.11
O -3.56 1.51 0.70
C -3.29 2.84 1.07
C -3.78 3.85 0.10
C -2.93 4.72 -0.39
C -3.32 5.62 -1.25
C -4.58 5.54 -1.58
C -5.40 4.68 -1.07
N -5.02 3.80 -0.19
P -4.23 3.19 2.62
O -5.44 2.18 2.47
Cl -2.97 2.31 4.03
B -2.28 -3.54 -0.99
O -1.41 -3.77 0.03
N -3.15 -4.57 -1.49
C -3.22 -5.65 -0.48
C -2.55 -5.17 -2.72
H -3.02 -1.18 -5.59
H -1.46 -1.87 -5.73
H -1.71 -0.41 -4.79
H -1.02 -1.07 -2.91
H -0.83 -2.84 -2.91
H -3.31 -1.78 -1.84
H -1.81 -0.31 1.06
H -3.63 1.87 -1.96
H -3.12 0.31 -2.33
H -5.23 -0.40 -2.00
H -5.30 0.20 -0.41
H -6.52 1.67 -1.18
H 0.07 0.69 -0.30
H -0.62 1.53 1.03
H -0.17 3.62 -0.61
H 0.43 2.10 -2.39
H 1.83 1.62 -1.50
H 1.65 3.26 -2.04
H 2.26 2.39 0.62
H 1.91 4.71 -0.60
H 2.98 4.55 0.78
H 1.39 5.13 0.97
H 1.04 2.10 2.57
H 1.34 3.80 2.69
H -0.18 3.20 2.09
H -2.27 3.02 1.34
H -1.93 4.69 -0.07
H -2.65 6.32 -1.67
H -4.95 6.21 -2.30
H -6.41 4.70 -1.37
H -6.16 2.50 3.02
H -0.54 -3.51 -0.26
H -2.29 -6.16 -0.39
H -3.52 -5.25 0.46
H -3.91 -6.38 -0.82
H -2.89 -4.63 -3.57
H -2.85 -6.18 -2.77
H -1.48 -5.12 -2.69
C -4.69 8.53 0.51
O -3.35 8.94 0.77
C -3.16 10.25 0.71
O -3.99 11.08 0.46
O -1.88 10.50 0.97
C -1.52 11.88 0.94
H -4.71 7.45 0.57
H -5.36 8.96 1.25
H -4.99 8.82 -0.50
H -2.08 12.43 1.69
H -1.70 12.30 -0.04
H -0.46 11.93 1.17
C 3.72 -1.70 -4.52
O 4.78 -0.78 -4.81
C 4.93 0.18 -3.91
O 4.28 0.35 -2.91
O 5.94 0.95 -4.31
C 6.23 2.04 -3.44
H 3.71 -2.42 -5.33
H 3.91 -2.22 -3.58
H 2.77 -1.19 -4.48
H 6.52 1.69 -2.45
H 5.37 2.71 -3.36
H 7.06 2.58 -3.88
C 3.23 -8.95 -0.41
O 2.86 -7.63 -0.01
C 1.76 -7.58 0.74
O 1.09 -8.52 1.07
O 1.53 -6.31 1.05
C 0.37 -6.12 1.86
H 4.13 -8.84 -1.00
H 3.44 -9.57 0.45
H 2.45 -9.40 -1.02
H 0.47 -6.65 2.81
H -0.52 -6.46 1.34
H 0.28 -5.06 2.05
C -0.73 1.21 6.21
O 0.52 0.53 6.07
C 1.56 1.34 5.92
O 1.53 2.54 5.89
O 2.65 0.58 5.81
C 3.86 1.31 5.64
H -1.50 0.45 6.32
H -0.73 1.85 7.09
H -0.95 1.79 5.32
H 4.05 1.96 6.49
H 3.83 1.90 4.72
H 4.66 0.58 5.56
C 2.08 -4.94 10.00
O 0.97 -4.18 9.52
C 1.18 -3.61 8.34
O 2.19 -3.68 7.69
O 0.08 -2.94 8.00
C 0.16 -2.26 6.74
H 1.78 -5.34 10.96
H 2.31 -5.75 9.32
H 2.95 -4.30 10.14
H 0.32 -2.98 5.93
H 0.96 -1.54 6.75
H -0.79 -1.76 6.59
C 6.75 -2.60 -6.80
O 6.88 -3.50 -7.91
C 7.02 -4.77 -7.58
O 7.06 -5.22 -6.46
O 7.13 -5.48 -8.70
C 7.29 -6.89 -8.49
H 6.65 -1.61 -7.21
H 5.87 -2.84 -6.21
H 7.64 -2.64 -6.17
H 6.43 -7.30 -7.97
H 8.20 -7.09 -7.94
H 7.36 -7.34 -9.48
*
```


Molecular formula: C40H75BIN2O10
Method: DFT, the ωB97M-V functional and the def2-TZVPD basis

ORCA input file:
```
! RIJCOSX wB97M-V def2-TZVPD def2/J DEFGRID3
* xyz 1 1
C 9.47 0.24 2.22
C 8.58 1.41 1.45
B 7.40 0.72 0.47
O 7.71 0.37 -0.93
C 5.95 0.44 1.19
C 5.73 -0.59 2.43
C 4.18 -0.55 2.86
N 3.17 0.29 2.22
C 1.75 0.22 2.83
C 0.69 1.23 2.09
O -0.18 0.71 1.22
I 0.82 3.38 2.59
N 3.24 1.12 1.18
C 4.62 1.17 0.69
H 8.82 -0.72 2.47
H 9.78 0.69 3.27
H 10.47 -0.03 1.63
H 9.23 2.21 0.89
H 7.98 1.96 2.31
H 7.81 1.17 -1.52
H 6.57 -1.23 2.92
H 3.86 -1.24 3.77
H 1.82 0.55 3.97
H 1.40 -0.91 2.85
H 4.78 1.90 -0.25
C -2.64 -1.32 0.29
C -3.88 -1.47 -0.55
C -4.92 -1.83 0.49
O -4.52 -1.20 1.72
C -3.18 -0.71 1.56
H -1.86 -0.71 -0.18
H -2.21 -2.31 0.50
H -4.13 -0.51 -1.01
H -3.79 -2.21 -1.34
H -4.95 -2.91 0.67
H -5.93 -1.49 0.21
H -3.23 0.38 1.49
H -2.59 -0.97 2.44
C -0.84 5.63 7.49
C -1.71 4.42 7.30
C -1.03 3.72 6.15
O 0.37 4.03 6.23
C 0.54 5.08 7.19
H -0.91 6.08 8.48
H -1.10 6.40 6.75
H -1.67 3.79 8.20
H -2.75 4.66 7.10
H -1.39 4.09 5.18
H -1.16 2.63 6.18
H 1.00 4.65 8.09
H 1.22 5.84 6.79
C -2.06 -6.59 -0.66
C -0.91 -5.92 0.05
C -0.65 -4.72 -0.83
O -1.91 -4.35 -1.42
C -2.85 -5.40 -1.17
H -2.65 -7.25 -0.01
H -1.68 -7.18 -1.50
H -1.23 -5.59 1.05
H -0.03 -6.56 0.17
H 0.04 -4.97 -1.65
H -0.24 -3.87 -0.28
H -3.56 -5.04 -0.41
H -3.40 -5.63 -2.08
C -6.68 -3.81 -3.24
C -6.56 -4.67 -4.47
C -6.28 -6.04 -3.87
O -6.94 -6.07 -2.60
C -7.35 -4.75 -2.26
H -7.24 -2.89 -3.40
H -5.68 -3.55 -2.87
H -7.52 -4.69 -5.00
H -5.78 -4.34 -5.16
H -5.21 -6.18 -3.70
H -6.65 -6.85 -4.50
H -8.44 -4.70 -2.36
H -7.09 -4.53 -1.22
C -0.54 4.85 12.60
C -1.34 6.08 12.98
C -0.94 7.06 11.90
O -0.65 6.29 10.72
C -0.58 4.90 11.09
H -0.95 3.92 13.01
H 0.49 4.96 12.96
H -2.41 5.86 12.91
H -1.13 6.44 13.99
H -0.03 7.60 12.17
H -1.73 7.78 11.68
H -1.47 4.41 10.70
H 0.30 4.44 10.63
C 7.33 -1.92 -4.62
C 8.22 -1.45 -5.75
C 8.19 0.05 -5.58
O 8.01 0.31 -4.18
C 7.66 -0.93 -3.53
H 7.51 -2.95 -4.33
H 6.28 -1.82 -4.92
H 9.24 -1.83 -5.60
H 7.88 -1.78 -6.74
H 7.34 0.49 -6.11
H 9.11 0.53 -5.93
H 8.53 -1.25 -2.95
H 6.82 -0.76 -2.85
C -2.51 -0.76 -5.86
C -2.36 -2.15 -5.31
C -2.96 -2.00 -3.92
O -3.96 -0.98 -4.00
C -3.83 -0.32 -5.27
H -2.50 -0.72 -6.95
H -1.70 -0.12 -5.49
H -2.97 -2.85 -5.90
H -1.33 -2.51 -5.29
H -2.20 -1.67 -3.20
H -3.40 -2.93 -3.55
H -4.67 -0.62 -5.90
H -3.88 0.77 -5.12
C -1.70 3.61 -8.83
C -1.58 2.75 -10.06
C -1.30 1.39 -9.47
O -1.95 1.35 -8.19
C -2.37 2.68 -7.85
H -2.26 4.54 -8.99
H -0.70 3.88 -8.46
H -2.54 2.74 -10.60
H -0.80 3.08 -10.76
H -0.23 1.24 -9.30
H -1.67 0.57 -10.10
H -3.46 2.72 -7.95
H -2.11 2.89 -6.81
*
```


Molecular formula: C40H77N7O3PS2
Method: DFT, the ωB97M-V functional and the def2-TZVPD basis

ORCA input file:
```
! RIJCOSX wB97M-V def2-TZVPD def2/J DEFGRID3
* xyz -1 1
C -4.76 -1.02 0.59
C -3.96 -0.87 -0.71
C -4.01 -2.14 -1.56
C -3.34 -3.38 -0.93
N -2.01 -3.73 -1.50
C -1.15 -2.55 -1.81
C -1.34 -2.03 -3.25
C -0.08 -1.72 -4.08
C -0.14 -0.26 -4.53
C 0.17 0.69 -3.35
O -0.79 1.68 -3.23
P -0.18 3.30 -2.84
O 1.39 2.72 -3.41
C 1.58 1.35 -3.46
C 2.55 0.89 -2.38
C 3.96 1.47 -2.48
O 4.08 2.83 -2.07
C -1.43 -4.73 -0.69
S -1.76 -6.32 -0.90
S -0.52 -4.01 0.61
C 0.26 -5.36 1.51
C -0.15 -5.38 2.99
C 0.15 -4.06 3.69
H -5.39 -0.16 0.82
H -4.08 -1.20 1.44
H -5.39 -1.91 0.53
H -4.36 -0.04 -1.30
H -2.93 -0.61 -0.47
H -5.07 -2.39 -1.72
H -3.59 -1.96 -2.55
H -3.26 -3.24 0.16
H -3.97 -4.26 -1.10
H -1.35 -1.74 -1.11
H -0.11 -2.84 -1.65
H -1.90 -1.09 -3.19
H -1.98 -2.75 -3.78
H 0.82 -1.88 -3.47
H -0.02 -2.39 -4.94
H 0.51 -0.05 -5.39
H -1.16 -0.03 -4.86
H 0.16 0.07 -2.43
H -1.49 3.68 -2.39
H 0.16 2.81 -1.48
H 0.39 4.58 -2.56
H -0.52 3.71 -4.21
H 2.04 1.07 -4.43
H 2.12 1.16 -1.40
H 2.65 -0.20 -2.44
H 4.62 0.84 -1.87
H 4.33 1.46 -3.52
H 3.64 2.90 -1.22
H 1.34 -5.21 1.42
H -0.02 -6.29 1.01
H 0.38 -6.20 3.48
H -1.22 -5.60 3.07
H 0.00 -4.11 4.77
H -0.50 -3.27 3.30
H 1.19 -3.77 3.51
C 6.39 -0.84 2.72
C 5.16 -0.92 3.62
C 4.93 -2.31 4.20
C 4.77 -3.34 3.17
N 4.66 -4.15 2.37
H 6.26 -1.48 1.85
H 6.52 0.18 2.38
H 7.31 -1.14 3.23
H 4.29 -0.61 3.05
H 5.25 -0.22 4.45
H 4.04 -2.33 4.83
H 5.78 -2.61 4.82
C -2.80 4.65 -5.68
C -2.55 6.12 -6.01
C -1.38 6.71 -5.21
C -1.61 6.63 -3.77
N -1.75 6.42 -2.65
H -3.05 4.52 -4.63
H -3.62 4.26 -6.29
H -1.91 4.05 -5.87
H -3.45 6.71 -5.81
H -2.33 6.24 -7.08
H -1.20 7.75 -5.48
H -0.47 6.15 -5.42
C 0.49 -0.87 4.57
C 0.16 0.61 4.65
C 1.28 1.50 4.11
C 2.52 1.39 4.89
N 3.51 1.33 5.46
H 1.38 -1.12 5.16
H -0.33 -1.48 4.94
H 0.67 -1.15 3.53
H -0.07 0.92 5.67
H -0.72 0.79 4.04
H 0.97 2.55 4.13
H 1.51 1.25 3.08
C -6.42 -6.11 3.02
C -6.89 -4.69 3.30
C -5.91 -3.63 2.76
C -4.58 -3.75 3.35
N -3.56 -3.88 3.86
H -5.47 -6.31 3.51
H -7.15 -6.83 3.38
H -6.29 -6.28 1.95
H -7.02 -4.54 4.37
H -7.86 -4.51 2.83
H -6.27 -2.62 2.95
H -5.79 -3.74 1.68
C 6.59 4.58 0.46
C 7.04 3.46 -0.45
C 7.18 2.11 0.27
C 8.14 2.19 1.37
N 8.88 2.30 2.24
H 7.33 4.78 1.24
H 6.44 5.50 -0.11
H 5.64 4.34 0.95
H 8.00 3.71 -0.92
H 6.32 3.31 -1.26
H 7.50 1.32 -0.42
H 6.21 1.81 0.68
C -3.63 2.90 -0.24
C -2.42 3.72 0.17
C -1.11 2.92 0.11
C -1.12 1.74 0.99
N -1.07 0.77 1.61
H -3.77 2.05 0.43
H -4.53 3.50 -0.22
H -3.51 2.51 -1.25
H -2.55 4.10 1.19
H -2.30 4.58 -0.48
H -0.26 3.53 0.39
H -0.93 2.56 -0.91
*
```


These records have LUMO values of 0.0076 -0.1935 0.0743 Ha, in the order they appear.
These records have max |F| values of 5.43 9.05 2.37 eV/Å, in the order they appear.
These records have frontier orbital gap values of 9.07 5.13 6.78 eV, in the order they appear.